1.
Computed, not measured: a structure of composition C26H27BrN7O3ReS2, with ωB97M-V/def2-TZVPD.

As for the multiplicity: 2. The HOMO-LUMO gap (spin up / spin down) is 0.21253 / 0.22957 hartree. The total energy is -137794.711 eV. For the energy above the lowest of the compared OMol25 structures with the same formula, charge and spin, the calculation gives 0.0000 eV. The total charge is +3.

Structure (XYZ):
```
67
Properties=species:S:1:pos:R:3:forces:R:3:mulliken_spin:R:1
Re 0.03303 0.55291 -0.74666 0.0 0.0 0.0 0.919
C -2.64770 2.40692 -0.49355 0.0 0.0 0.0 -0.001
O -2.02735 1.09820 -0.44797 -0.1 0.0 0.0 -0.002
C -2.81913 0.00378 -0.08388 0.0 0.0 0.0 0.023
C -4.19248 -0.00050 -0.13454 0.0 0.0 0.0 -0.011
C -4.85481 -1.15846 0.26629 0.0 0.0 0.0 0.018
Br -6.72642 -1.21459 0.21109 0.0 0.0 0.0 0.003
C -4.13824 -2.25650 0.69931 0.0 0.0 0.0 -0.010
C -2.74071 -2.24000 0.75033 0.0 0.0 0.0 0.023
C -2.05968 -1.08241 0.35182 0.0 0.0 0.0 -0.008
O -0.72007 -0.94025 0.39248 0.0 0.0 0.0 0.057
C -2.01574 -3.41961 1.21252 0.0 0.0 0.0 -0.002
N -0.69474 -3.51027 1.36965 0.1 0.1 0.0 0.003
C -0.35638 -4.78282 1.82771 0.0 0.0 0.0 0.002
C 0.86485 -5.36729 2.14036 0.0 0.0 0.0 0.000
C 0.82023 -6.67639 2.57285 0.0 0.0 0.0 0.001
C -0.39129 -7.37885 2.69041 0.0 0.0 0.0 0.000
C -1.60281 -6.79749 2.38038 0.0 0.0 0.0 0.000
C -1.55404 -5.47894 1.94516 0.0 0.0 0.0 0.000
N -2.55598 -4.59270 1.55354 0.0 0.0 0.0 0.003
H -1.84195 3.11776 -0.64549 0.0 0.0 0.0 -0.002
H -3.15857 2.59263 0.44916 0.0 0.0 0.0 0.000
H -3.33894 2.44488 -1.33270 0.0 0.0 0.0 -0.001
H -4.75856 0.85589 -0.47150 0.0 0.0 0.0 -0.001
H -4.69044 -3.13369 1.00633 0.0 0.0 0.0 0.000
H -0.07882 -2.73035 1.16463 -0.1 -0.1 0.0 -0.001
H 1.79921 -4.83126 2.05138 0.0 0.0 0.0 0.000
H 1.74165 -7.18010 2.82955 0.0 0.0 0.0 0.000
H -0.36980 -8.40344 3.03429 0.0 0.0 0.0 0.000
H -2.53423 -7.33882 2.47167 0.0 0.0 0.0 0.000
H -3.53883 -4.81139 1.51622 0.0 0.0 0.0 0.000
O 0.82917 2.01368 -1.97526 0.0 0.0 0.0 0.007
N 0.59799 1.96756 -3.30739 0.0 0.0 0.0 0.003
C 1.04146 3.00364 -4.05545 0.0 0.0 0.0 0.008
C 0.87185 2.98296 -5.41173 0.0 0.0 0.0 -0.007
C 0.23991 1.88684 -6.00599 0.0 0.0 0.0 0.005
C -0.21172 0.85238 -5.21813 0.0 0.0 0.0 -0.008
C -0.02499 0.90047 -3.83754 0.0 0.0 0.0 0.017
S -0.61775 -0.31792 -2.74717 0.0 0.0 0.0 -0.024
H 1.51038 3.80556 -3.50585 0.0 0.0 0.0 -0.001
H 1.22741 3.81659 -5.99966 0.0 0.0 0.0 0.000
H 0.10285 1.85317 -7.07819 0.0 0.0 0.0 0.000
H -0.71241 -0.00732 -5.64116 0.0 0.0 0.0 0.000
C 0.63087 5.06870 2.57927 0.0 0.0 0.0 0.000
N 0.34374 3.69325 2.16384 0.0 0.0 0.0 0.000
C -0.11523 2.68959 2.98192 0.0 0.0 0.0 -0.004
C -0.23890 1.58264 2.20669 0.0 0.0 0.0 0.002
N 0.15466 1.90086 0.92038 0.0 0.0 0.0 0.015
C 0.49627 3.18666 0.93941 0.0 0.0 0.0 -0.011
H 1.51058 5.08532 3.21804 0.0 0.0 0.0 0.000
H -0.22298 5.46569 3.12182 0.0 0.0 0.0 0.000
H 0.80648 5.67696 1.69644 0.0 0.0 0.0 0.000
H -0.31021 2.84958 4.02846 0.0 0.0 0.0 0.000
H -0.56287 0.59221 2.47328 0.0 0.0 0.0 0.007
H 0.83054 3.76159 0.09167 0.0 0.0 0.0 0.000
S 2.04838 -0.39398 -0.22509 0.0 0.0 0.0 -0.032
C 3.37406 0.74440 -0.17107 0.0 0.0 0.0 0.007
N 4.52269 0.44288 0.40050 0.0 0.0 0.0 -0.001
C 5.54388 1.47507 0.14761 0.0 0.0 0.0 0.000
C 4.70408 2.60655 -0.48449 0.0 0.0 0.0 0.001
N 3.40439 1.94695 -0.70956 0.0 0.0 0.0 0.002
H 4.71208 -0.44877 0.83036 0.0 0.0 0.0 0.000
H 6.30032 1.08628 -0.53212 0.0 0.0 0.0 0.000
H 6.02095 1.77788 1.07546 0.0 0.0 0.0 0.000
H 5.12424 2.95947 -1.42266 0.0 0.0 0.0 0.000
H 4.58102 3.45257 0.19009 0.0 0.0 0.0 0.000
H 2.63551 2.29322 -1.26757 0.0 0.0 0.0 0.000
```
Positions in Å, forces in eV/Å.

=====

2.
Computed, not measured: a structure of composition C26H27N2OPRe, with ωB97M-V/def2-TZVPD.

As for the multiplicity: 4. The HOMO-LUMO gap (spin up / spin down) is 0.19861 / 0.18732 hartree. The total energy is -43803.008 eV. The total charge is +4.

Structure (XYZ):
```
58
Properties=species:S:1:pos:R:3:forces:R:3:mulliken_spin:R:1
Re 0.30417 -0.53433 -0.19304 -0.6 0.1 0.5 2.897
O -0.47400 1.44704 -0.31509 0.3 -0.3 -0.1 0.031
C 0.36926 2.60622 -0.78802 0.1 0.2 -0.2 0.025
C 0.67295 2.44585 -2.25670 0.0 -0.1 -0.1 -0.006
C 1.29120 1.08246 -2.60844 0.0 0.1 0.1 0.065
C 2.50603 0.77912 -1.78184 -0.1 -0.2 0.2 -0.005
C 3.78035 1.16575 -2.12781 0.1 0.1 0.0 0.000
C 4.83631 0.89978 -1.26170 0.0 0.0 0.0 0.016
C 4.59267 0.24953 -0.04946 0.1 0.1 -0.1 -0.018
C 3.31273 -0.13462 0.24547 -0.3 0.1 -0.2 0.020
N 2.27332 0.13168 -0.60304 0.3 -0.1 -0.1 0.086
H -1.36465 1.55182 -0.69288 -0.1 0.0 0.1 -0.002
H 1.25041 2.59102 -0.15363 0.0 -0.1 0.1 -0.004
H -0.19376 3.51083 -0.57265 -0.1 0.0 0.0 0.002
H 1.37127 3.24458 -2.52378 0.0 0.0 0.0 0.002
H -0.22130 2.60340 -2.86331 0.0 0.0 0.0 0.000
H 1.52554 1.04651 -3.67317 0.0 0.0 0.0 0.003
H 0.53546 0.26682 -2.47630 0.0 0.0 -0.1 0.021
H 3.95102 1.66933 -3.07188 0.0 0.0 0.0 0.001
H 5.84502 1.19360 -1.52843 0.0 0.0 0.0 -0.001
H 5.39118 0.04859 0.65268 0.0 0.0 0.0 0.001
H 3.08105 -0.64479 1.17236 0.0 0.0 0.0 0.020
N -0.48303 -0.40908 1.78637 -0.1 -0.1 -0.3 -0.017
C -1.01036 -1.64618 2.41648 0.1 0.2 0.2 0.010
C -1.08544 -1.73767 3.78752 0.0 0.1 0.1 0.005
C -1.72980 -2.84618 4.33896 0.0 -0.1 -0.1 -0.003
C -2.27744 -3.82953 3.52163 0.0 0.0 0.0 -0.001
C -2.16861 -3.73499 2.13771 0.0 -0.1 0.1 0.003
C -1.50476 -2.64268 1.58572 -0.2 0.1 -0.2 0.011
P -1.19791 -2.50290 -0.15569 0.6 -0.1 0.3 -0.185
C -2.13057 -3.59273 -1.15660 0.1 0.4 -0.3 -0.005
C -1.56238 -4.83399 -1.49461 -0.1 0.0 0.0 -0.008
C -2.34745 -5.74231 -2.17408 -0.1 0.0 0.0 0.000
C -3.64837 -5.40216 -2.54917 0.0 0.0 0.0 -0.011
C -4.19784 -4.16663 -2.20865 0.0 0.0 -0.1 0.002
C -3.43897 -3.24180 -1.51779 -0.1 -0.1 0.0 -0.005
C 0.59531 -2.77637 -0.40658 0.1 0.1 0.1 0.041
C 1.03849 -2.73541 -1.76946 0.0 0.0 0.1 0.010
C 2.31411 -3.15243 -2.08959 0.1 0.0 0.0 0.034
C 3.15767 -3.63357 -1.07855 0.0 0.0 0.0 -0.022
C 2.74528 -3.68258 0.25932 0.1 0.0 -0.1 0.025
C 1.47971 -3.25138 0.60534 -0.1 0.0 -0.1 -0.050
H -1.24322 0.27815 1.72942 0.0 0.0 0.1 0.019
H 0.20675 0.02002 2.41376 0.0 0.0 0.0 0.006
H -0.69915 -0.95588 4.43404 0.0 0.0 0.0 0.000
H -1.82398 -2.92008 5.41519 0.0 0.0 0.0 0.000
H -2.78619 -4.67736 3.96117 0.0 0.0 0.0 0.000
H -2.58131 -4.50767 1.49973 0.0 0.0 0.0 0.001
H -0.55303 -5.10414 -1.20928 0.0 0.0 0.0 0.000
H -1.95414 -6.72340 -2.40121 0.0 0.0 -0.1 0.000
H -4.23796 -6.10835 -3.11889 0.0 0.0 0.0 0.000
H -5.21389 -3.92401 -2.48895 0.0 0.0 0.0 0.000
H -3.85918 -2.27372 -1.27071 0.0 0.0 0.0 0.001
H 0.34756 -2.44727 -2.55990 0.0 0.0 0.0 -0.008
H 2.64537 -3.15391 -3.12088 0.0 0.0 0.0 -0.001
H 4.14746 -3.99262 -1.34047 0.0 0.0 0.0 0.001
H 3.40528 -4.08962 1.01612 0.0 0.0 0.0 -0.001
H 1.13754 -3.31904 1.63306 0.0 0.0 0.0 -0.005
```
Positions in Å, forces in eV/Å.

=====

Strongest force on any atom (hartree/bohr)
0.0037, 0.0148